Below is a molecular structure, C22H33BCuO2P, with properties calculated with the ωB97M-V functional and the def2-TZVPD basis.

## Properties
E_HOMO ... -0.2819 hartree
Electronic energy ... -3015.3403 Eh
Frontier orbital gap ... 8.1 eV
Maximum force ... 0.5 eV/Å

Each line ends with the natural charge from an NBO analysis.
Atoms and positions in Å:
Cu -1.92515 1.61109 0.37274  0.437
C -0.36039 4.31330 -0.11709  -0.643
C -0.92831 3.72575 1.14891  0.040
C -0.10730 3.39933 2.22064  -0.267
C -0.62673 2.85502 3.39344  0.127
C 0.29330 2.47721 4.52277  -0.655
C -1.99932 2.65233 3.49538  -0.277
C -2.85994 2.98233 2.45355  0.029
C -4.35200 2.80945 2.59022  -0.640
C -2.31348 3.49780 1.27183  -0.403
H -0.31412 3.55583 -0.90294  0.246
H 0.65051 4.68438 0.04744  0.221
H -0.97965 5.13520 -0.47976  0.220
H 0.96216 3.56124 2.13453  0.217
H 0.96768 1.67691 4.21130  0.231
H -0.26439 2.12996 5.39133  0.217
H 0.90908 3.32588 4.82382  0.225
H -2.41020 2.24167 4.41175  0.214
H -4.72155 2.01768 1.93609  0.230
H -4.87396 3.72756 2.31549  0.225
H -4.62431 2.55350 3.61330  0.221
H -2.98357 3.88144 0.50620  0.239
C -1.78827 -3.52765 2.62514  -0.936
P -1.94301 -1.81356 1.96531  0.819
C -0.84039 -0.95512 3.16380  -0.943
C -3.56398 -1.36771 2.72300  -0.936
H -2.01911 -3.57433 3.69289  0.208
H -0.77138 -3.88999 2.46423  0.231
H -2.46656 -4.18866 2.08382  0.230
H -1.02311 -1.28120 4.19185  0.210
H -1.00721 0.12209 3.09105  0.226
H 0.20235 -1.14768 2.90326  0.234
H -3.59380 -1.61633 3.78761  0.210
H -4.36842 -1.89684 2.20987  0.232
H -3.73907 -0.29545 2.60411  0.221
C 3.62797 -3.69902 -3.97742  -0.595
C 3.57062 -2.16606 -3.95198  -0.076
C 3.78384 -1.62844 -5.37317  -0.595
C 4.71690 -1.66187 -3.07519  -0.605
C 2.20294 -1.70790 -3.43245  -0.013
C 1.04529 -2.10188 -4.11041  -0.222
C -0.23196 -1.71598 -3.70628  -0.263
C -0.32019 -0.91334 -2.59240  0.275
O -1.43017 -0.37752 -1.99012  -0.691
B -0.97111 0.37643 -0.89465  0.527
O 0.44422 0.28734 -0.86019  -0.689
C 0.80923 -0.51460 -1.91337  0.224
C 2.07572 -0.89190 -2.30283  -0.258
H 4.60215 -4.03523 -4.34307  0.203
H 2.85950 -4.12022 -4.62821  0.207
H 3.47729 -4.10469 -2.97424  0.211
H 4.75785 -1.94488 -5.75706  0.203
H 3.74929 -0.53647 -5.37839  0.211
H 3.01528 -1.99162 -6.05822  0.208
H 5.66626 -2.02019 -3.47879  0.209
H 4.62950 -2.02799 -2.04954  0.210
H 4.75552 -0.57039 -3.05105  0.209
H 1.13250 -2.72994 -4.98925  0.205
H -1.11606 -2.03252 -4.24452  0.221
H 2.93125 -0.55358 -1.73406  0.222

Cartesian forces, eV/Å:
0.2904 -0.2645 -0.1738
0.0031 0.0235 0.0451
0.0137 0.0092 -0.0443
-0.0051 -0.0722 -0.0348
0.0135 -0.0001 0.0379
-0.0159 0.0097 -0.0540
0.0337 -0.0200 0.0549
-0.1027 -0.2212 -0.0551
0.0390 0.0208 -0.0031
-0.1052 0.5008 0.0737
-0.0047 0.0136 0.0283
-0.0210 0.0099 0.0032
0.0112 -0.0186 0.0093
-0.0322 -0.0004 0.0099
-0.0114 0.0028 0.0056
-0.0011 0.0084 -0.0059
-0.0036 -0.0025 -0.0007
0.0111 0.0031 -0.0205
0.0058 0.0074 0.0005
0.0113 -0.0112 0.0134
0.0098 -0.0006 -0.0113
0.0154 -0.0591 -0.0588
-0.0277 0.0261 -0.0018
0.0352 -0.0570 -0.0090
0.0177 0.0162 -0.0465
0.0370 0.0073 -0.0093
0.0191 -0.0255 -0.0094
-0.0247 0.0100 -0.0035
0.0062 -0.0091 0.0222
0.0035 0.0345 -0.0060
0.0250 -0.0526 -0.0041
-0.0275 -0.0024 0.0244
-0.0221 0.0213 -0.0112
0.0031 0.0101 0.0195
0.0095 -0.0257 -0.0056
-0.0215 -0.0368 0.0238
-0.0595 0.0120 0.0188
-0.0158 0.0294 -0.0317
0.0104 0.0069 0.0185
0.0257 0.0382 0.0302
-0.0685 0.0026 -0.0025
0.0377 -0.0727 -0.0713
-0.2324 0.0159 -0.0005
0.0401 -0.0588 -0.0244
-0.1378 0.2072 0.1763
-0.0002 -0.1356 -0.0974
0.0988 0.1154 0.1733
0.0942 -0.0353 -0.0043
-0.0284 0.0074 0.0078
0.0330 0.0173 0.0231
0.0089 -0.0007 -0.0323
-0.0314 0.0075 0.0106
0.0050 -0.0301 -0.0134
0.0333 0.0125 0.0256
-0.0108 0.0087 0.0110
0.0094 0.0102 -0.0285
0.0022 -0.0294 0.0013
0.0033 0.0145 0.0305
0.0225 0.0130 0.0111
-0.0274 -0.0113 -0.0345



Below is a molecular structure, C7H28FN14O7Y, with properties calculated with the ωB97M-V functional and the def2-TZVPD basis.

## Properties
Charge ... +2
E_HOMO ... -0.4903 hartree
Electronic energy ... -1714.8235 Eh
Relative energy (zero: lowest compared OMol25 entry of this formula, charge and spin) ... 3.570 eV
Frontier orbital gap ... 4.7 eV
Maximum force ... 5.3 eV/Å

Each line ends with the Löwdin charge.
Atoms and positions in Å:
Y -29.94928 24.31269 -8.14369  1.950
F -30.88351 22.35260 -7.77054  -0.463
C -33.26604 25.12575 -8.28493  -0.581
O -32.02542 25.34245 -8.28615  -0.141
N -34.15892 26.11205 -8.03469  0.211
N -33.79585 23.91054 -8.48135  0.229
H -35.10129 25.96474 -8.35479  0.129
H -33.96698 26.86116 -7.39328  0.130
H -34.78592 23.74716 -8.41192  0.138
H -33.20062 23.15883 -8.79391  0.093
C -30.22165 19.53894 -10.87225  -0.690
O -29.61841 18.85021 -10.07589  0.041
N -30.66423 20.80107 -10.54453  0.141
N -30.55878 19.14243 -12.13318  0.176
H -30.90736 21.46866 -11.25399  0.093
H -30.39511 21.11531 -9.62472  0.039
H -31.10519 19.79322 -12.66711  0.099
H -30.06714 18.35982 -12.52112  0.117
C -27.41846 22.26732 -9.52589  -0.588
O -28.60326 22.65998 -9.33042  -0.152
N -26.34699 22.87881 -8.94706  0.187
N -27.17026 21.17686 -10.23865  0.251
H -26.53709 23.60833 -8.28785  0.092
H -25.38004 22.64314 -9.09293  0.131
H -26.25196 20.88185 -10.52119  0.144
H -27.98104 20.62277 -10.49406  0.106
C -28.35077 20.03425 -5.20179  -0.657
O -28.72009 18.95298 -4.82870  0.090
N -27.03802 20.39000 -5.40710  0.148
N -29.23157 21.09004 -5.41948  0.140
H -26.74969 21.26796 -5.79417  0.068
H -26.28216 19.79670 -5.11480  0.113
H -28.79225 21.91769 -5.78738  0.040
H -30.22871 21.04136 -5.53082  0.057
C -33.26810 21.56743 -4.28853  -0.667
O -34.24030 20.93354 -3.94975  0.074
N -32.07469 21.52454 -3.61377  0.164
N -33.26881 22.32674 -5.44521  0.146
H -31.97111 20.76774 -2.95869  0.119
H -31.27691 22.11229 -3.76580  0.049
H -32.39396 22.59870 -5.85591  0.025
H -34.12783 22.23090 -5.95184  0.086
C -30.93691 24.64699 -4.70355  -0.614
O -30.95550 24.23273 -5.90722  -0.174
N -29.85616 24.41285 -3.93145  0.206
N -31.94492 25.31953 -4.17048  0.235
H -29.11188 23.88662 -4.35302  0.101
H -29.70342 24.79514 -3.01282  0.137
H -32.85409 25.34231 -4.60232  0.130
H -31.90478 25.67372 -3.22788  0.140
C -32.72585 19.29404 -7.87494  -0.667
O -33.28408 18.23994 -8.06016  0.072
N -31.42107 19.42682 -7.47036  0.170
N -33.27597 20.51632 -8.18631  0.135
H -30.86328 18.59358 -7.42430  0.117
H -31.07419 20.36663 -7.42182  0.022
H -34.21183 20.63610 -8.51529  0.100
H -32.56875 21.23339 -8.18754  0.012

Cartesian forces, eV/Å:
-3.4562 -3.7323 1.4648
0.9956 2.6112 -0.9073
-1.6092 -0.0707 0.5169
1.9638 -0.5595 -0.3393
0.4546 -0.5292 -0.2885
0.8313 0.2644 -0.4375
-0.1630 0.1816 0.3413
0.1917 0.2523 -0.3283
-0.0118 -0.0306 0.0399
-0.1265 -0.0826 0.0076
-0.5429 -0.3118 -0.4925
0.7053 0.0834 0.1640
0.0491 0.1738 0.2769
0.1540 0.6386 0.6923
0.0145 -0.0021 0.0396
-0.1810 0.0335 -0.1705
0.0709 -0.4780 -0.5399
-0.2479 -0.1247 -0.2274
1.6753 -0.8910 0.1075
-0.5592 1.9957 1.1076
-0.8579 0.4387 -0.0049
-0.9700 0.3604 -0.1398
0.2434 0.1626 -0.0849
-0.0735 -0.2699 -0.1160
0.0484 -0.0873 0.1822
0.1562 -0.2121 -0.1363
-0.5476 -0.2393 0.2575
0.1737 -0.0484 -0.0451
0.3718 0.1439 -0.1267
0.8221 1.1687 -0.1384
-0.1758 0.0552 0.0490
-0.2924 -0.3537 0.0711
-0.2911 0.0060 -0.1356
0.0177 -0.7597 0.0705
-0.0776 -0.5551 -0.4449
0.0950 0.2087 0.1388
0.1030 -0.1397 0.3223
0.0303 0.5805 1.0169
-0.0452 0.0971 0.1175
-0.0832 -0.0363 -0.1914
-0.2424 -0.1374 -0.4803
0.1761 -0.0583 -0.4139
0.6363 0.1408 0.1840
1.0965 0.4895 -0.6266
0.0384 0.0409 -0.5416
-0.4417 0.3126 0.1288
0.0709 -0.0887 0.2125
-0.2114 -0.0718 0.0657
0.1105 -0.1634 -0.2423
0.0342 -0.2120 0.0696
0.0875 -0.8726 -0.9501
-0.1509 -0.0351 0.3619
-0.7950 0.1547 0.2780
0.6067 0.7277 0.4597
0.2379 0.1474 0.0566
0.6751 -0.4321 0.0817
-0.0514 -0.2833 -0.1140
-0.7332 0.3989 -0.2190



Among the records above, which one has the lowest maximum force?
C22H33BCuO2P



Which formula does entry 1 have?
C22H33BCuO2P



E_HOMO of number 1 (C22H33BCuO2P)?
-0.2819 hartree